1.
{
  "formula": "C26H53N14O30PS",
  "method": "ωB97M-V with the def2-TZVPD basis set",
  "homo_ha": -0.336,
  "gap_ev": 7.70,
  "species": ["C", "C", "O", "N", "C", "C", "C", "C", "C", "C", "O", "C", "C", "C", "C", "C", "O", "N", "P", "O", "O", "S", "C", "O", "H", "H", "H", "H", "H", "H", "H", "H", "H", "H", "H", "H", "H", "H", "H", "H", "H", "C", "N", "O", "O", "H", "H", "H", "C", "N", "O", "O", "H", "H", "H", "C", "N", "O", "O", "H", "H", "H", "C", "N", "O", "O", "H", "H", "H", "C", "N", "O", "O", "H", "H", "H", "C", "N", "O", "O", "H", "H", "H", "C", "N", "O", "O", "H", "H", "H", "C", "N", "O", "O", "H", "H", "H", "C", "N", "O", "O", "H", "H", "H", "C", "N", "O", "O", "H", "H", "H", "C", "N", "O", "O", "H", "H", "H", "C", "N", "O", "O", "H", "H", "H"],
  "positions_angstrom": [[4.693692, -2.854645, 1.827394], [4.388825, -1.318974, 2.234006], [4.433991, -1.034085, 3.457588], [4.107954, -0.388217, 1.140969], [3.696041, 0.950745, 1.656627], [2.795680, 1.686052, 0.517508], [1.276226, 1.172411, 0.759562], [0.731562, 0.538223, -0.621555], [0.054618, -0.889646, -0.411286], [0.716865, -2.262827, -0.805841], [2.034684, -2.220220, -1.381047], [-0.052196, -3.599316, -0.544195], [-1.498663, -3.657430, 0.064642], [-2.135086, -2.303748, 0.448219], [-1.351827, -0.976207, 0.218526], [-2.342552, 0.129664, 0.785493], [-1.883014, 1.268925, 1.015725], [-3.689200, -0.444018, 0.990569], [-4.573396, 0.218401, 2.399992], [-6.175679, -0.393870, 2.405639], [-3.811585, -0.338512, 3.815634], [-4.710364, 2.146787, 2.404566], [-3.532126, -1.929152, 1.092712], [-4.366530, -2.689811, 1.637667], [5.768602, -2.843452, 1.401789], [3.965918, -3.258272, 1.045105], [4.740998, -3.484708, 2.784824], [3.393046, -0.794150, 0.515231], [4.573013, 1.642531, 1.909126], [3.033214, 0.897984, 2.595320], [2.775939, 2.815943, 0.679779], [3.187151, 1.482737, -0.536045], [1.206498, 0.366568, 1.569466], [0.565464, 2.011288, 1.064800], [1.546960, 0.404072, -1.421822], [-0.066424, 1.231563, -1.070531], [2.633886, -2.572773, -0.677717], [0.444634, -4.605948, -0.803760], [-2.066044, -4.628670, 0.224002], [-6.412703, -0.753985, 1.520667], [-3.056356, -0.939642, 3.615918], [-9.314228, 1.253237, 2.702886], [-9.338872, 0.641968, 1.348919], [-8.375295, -0.034896, 1.021713], [-10.320264, 0.860924, 0.662633], [-8.384935, 0.974219, 3.196982], [-9.374800, 2.333677, 2.577478], [-10.173510, 0.869180, 3.251688], [3.019912, -3.179094, -4.799187], [3.658880, -4.380077, -4.200190], [3.260128, -4.738485, -3.103543], [4.537653, -4.920306, -4.851265], [2.261451, -2.806187, -4.112647], [3.800076, -2.434691, -4.953697], [2.570138, -3.483107, -5.743688], [2.350613, -8.288772, -2.425156], [1.097033, -7.594871, -2.030852], [0.043734, -8.170780, -2.247103], [1.215797, -6.494293, -1.517765], [2.095098, -9.250648, -2.865792], [2.862571, -7.655559, -3.149397], [2.948643, -8.423233, -1.524682], [-9.952657, -3.291461, 2.878867], [-11.216296, -2.610461, 3.264847], [-12.260150, -3.200103, 3.046422], [-11.113267, -1.505505, 3.774231], [-10.194792, -4.258163, 2.441308], [-9.444947, -2.655750, 2.153793], [-9.356957, -3.415069, 3.782532], [-5.393910, -0.428725, 6.283629], [-5.424015, -0.304630, 7.764846], [-4.352616, -0.298534, 8.349014], [-6.523022, -0.217884, 8.288867], [-4.360062, -0.496570, 5.958348], [-5.941635, -1.332530, 6.018789], [-5.870842, 0.459100, 5.869649], [-4.267527, -0.875804, -2.612942], [-2.858444, -0.626792, -3.014126], [-2.489605, 0.536161, -3.070403], [-2.173457, -1.606744, -3.257640], [-4.754313, 0.080229, -2.428349], [-4.754240, -1.404374, -3.432174], [-4.248646, -1.480533, -1.706792], [-2.557866, -5.598892, -3.830645], [-3.725723, -4.943688, -4.476260], [-4.807747, -5.056599, -3.922849], [-3.513937, -4.339964, -5.514789], [-2.891670, -6.095560, -2.921482], [-2.153740, -6.321713, -4.538420], [-1.830587, -4.820700, -3.599954], [-2.419397, 0.909014, -6.861961], [-3.860726, 1.265658, -6.778509], [-4.241402, 2.218653, -7.437602], [-4.558723, 0.574634, -6.053375], [-1.924158, 1.603495, -7.538133], [-2.003342, 0.985415, -5.857426], [-2.354703, -0.110408, -7.240749], [7.221716, 2.235973, 4.398625], [6.052162, 2.894898, 3.761746], [4.973440, 2.782404, 4.318339], [6.260611, 3.502037, 2.723479], [6.890813, 1.736818, 5.307511], [7.620850, 1.515328, 3.685876], [7.951432, 3.012100, 4.627570], [8.916576, 6.345979, 0.830125], [9.357655, 5.093765, 1.497074], [9.562623, 5.140750, 2.700420], [9.482977, 4.107857, 0.790099], [8.848429, 7.135925, 1.576054], [9.658825, 6.594410, 0.072384], [7.942065, 6.153499, 0.382337], [1.140765, 6.147236, -1.273172], [1.584702, 4.898700, -0.600417], [1.787454, 4.951442, 0.601254], [1.713684, 3.909299, -1.304220], [1.069690, 6.939639, -0.530343], [1.883517, 6.393915, -2.030910], [0.167813, 5.950316, -1.721797], [10.390686, 10.272596, -1.791787], [10.895298, 9.056260, -1.102664], [10.121159, 8.117271, -0.980254], [12.046880, 9.084885, -0.709196], [9.356083, 10.105496, -2.085757], [10.463199, 11.101964, -1.089269], [11.018434, 10.438597, -2.666366]],
  "forces_ev_per_a": [[0.85, 1.05, 0.06], [-0.20, -0.85, 1.68], [0.07, -0.12, -4.04], [-0.28, -0.92, 2.87], [-0.90, 2.06, -0.67], [-0.41, -0.14, 1.73], [0.09, -0.29, -1.35], [-0.81, -0.85, -0.40], [-1.84, -2.08, 0.56], [-3.33, 0.44, 1.75], [-1.82, -0.50, 1.96], [-1.38, 2.09, 0.64], [1.76, 3.81, -0.38], [2.96, 0.43, -1.34], [-0.76, -3.55, -0.35], [3.99, 2.07, -0.78], [-2.77, -3.67, -0.53], [0.88, -1.27, 2.25], [-1.91, 1.16, 1.21], [3.61, -0.12, -0.52], [-0.46, -0.26, -2.92], [0.28, -1.09, -0.02], [-0.07, -2.14, 0.11], [2.82, 2.94, -2.03], [-1.78, -0.13, 0.40], [1.03, 0.42, 1.10], [-0.44, 1.02, -1.54], [0.69, 0.35, 0.31], [-0.95, -1.45, -0.45], [1.22, -0.15, -1.30], [0.39, -1.75, -0.15], [-0.59, 0.17, 1.48], [0.31, 1.13, -1.05], [1.16, -1.12, -0.41], [-1.13, 0.24, 1.41], [1.12, -1.11, 0.61], [-0.54, 0.14, -0.98], [-0.83, 1.94, 0.37], [1.06, 1.41, -0.29], [0.04, 0.27, 0.75], [-0.72, 0.39, 0.23], [0.19, 0.06, 0.40], [-0.22, 0.10, -0.11], [-0.70, 0.04, -0.36], [0.66, -0.25, 0.24], [-0.08, 0.00, -0.20], [-0.10, -0.14, -0.04], [0.01, 0.09, -0.15], [-0.30, 0.29, 0.07], [0.11, -0.13, 0.11], [0.29, -0.09, -0.47], [-0.43, 0.14, 0.40], [0.16, -0.13, 0.00], [-0.05, -0.15, -0.10], [0.19, 0.03, 0.04], [0.17, -0.28, -0.17], [-0.24, -0.07, 0.00], [0.36, 0.48, 0.14], [-0.18, -0.53, -0.18], [-0.09, 0.18, 0.10], [0.02, 0.06, 0.22], [-0.02, 0.17, -0.12], [0.17, -0.27, -0.14], [-0.39, -0.07, -0.04], [0.47, 0.45, 0.20], [-0.10, -0.40, -0.22], [-0.07, 0.18, 0.08], [0.00, 0.02, 0.17], [-0.02, 0.15, -0.11], [0.24, -0.06, -0.10], [0.02, 0.02, 0.28], [-0.59, 0.00, -0.12], [0.55, -0.03, -0.13], [-0.23, 0.06, 0.24], [-0.06, 0.17, 0.03], [-0.03, -0.14, 0.03], [-0.34, 0.15, 0.06], [0.09, 0.09, -0.03], [0.11, -0.61, -0.05], [-0.15, 0.52, 0.06], [0.17, -0.10, -0.06], [0.12, -0.05, 0.11], [0.04, -0.07, -0.19], [0.14, -0.18, 0.28], [-0.23, 0.12, -0.07], [0.42, 0.19, -0.36], [-0.21, -0.26, 0.49], [-0.03, 0.10, -0.17], [0.01, 0.17, 0.03], [-0.05, -0.05, -0.14], [0.31, 0.06, -0.10], [-0.27, 0.17, -0.05], [0.03, -0.50, 0.39], [0.28, 0.36, -0.32], [-0.19, -0.05, 0.09], [-0.11, -0.14, -0.05], [-0.05, 0.06, 0.18], [0.14, -0.19, 0.29], [-0.25, 0.05, 0.13], [0.43, 0.19, -0.42], [-0.22, -0.21, 0.34], [-0.08, 0.10, -0.19], [0.02, 0.19, 0.01], [-0.02, -0.08, -0.21], [-0.04, 0.06, 0.04], [-0.10, -0.18, 0.20], [-0.01, -0.25, -0.50], [0.00, 0.41, 0.47], [0.05, -0.20, -0.03], [-0.31, -0.34, 0.31], [0.15, -0.07, -0.02], [-0.08, 0.35, 0.03], [0.07, -0.16, 0.22], [-0.09, -0.16, -0.59], [-0.12, 0.47, 0.32], [0.04, -0.20, -0.04], [-0.14, -0.13, 0.00], [0.17, -0.04, -0.05], [-0.31, 0.16, -0.16], [0.27, -0.12, 0.12], [0.60, 0.73, -0.35], [-0.69, -0.15, -0.18], [0.17, -0.07, 0.09], [0.13, -0.09, -0.11], [0.03, 0.03, 0.19]],
  "mulliken_charge": [-0.748, 0.585, -0.569, -0.233, -0.123, -0.416, -0.494, -0.771, 1.180, -0.299, -0.335, -0.534, -0.956, 0.209, 0.405, -0.188, -0.530, 0.593, 0.627, -0.312, -0.428, -0.360, -0.228, -0.584, 0.264, 0.113, 0.290, 0.209, -0.271, 0.287, 0.101, 0.389, 0.395, 0.392, 0.499, 0.337, -0.032, 0.598, 0.460, 0.343, 0.337, -0.599, 0.865, -0.526, -0.530, 0.161, 0.297, 0.261, -0.594, 0.874, -0.440, -0.550, 0.116, 0.295, 0.307, -0.689, 0.803, -0.547, -0.494, 0.306, 0.232, 0.288, -0.637, 0.869, -0.517, -0.524, 0.316, 0.219, 0.271, -0.698, 0.892, -0.527, -0.548, 0.292, 0.296, 0.284, -0.826, 1.071, -0.582, -0.524, 0.322, 0.340, 0.203, -0.686, 0.942, -0.538, -0.530, 0.293, 0.291, 0.228, -0.621, 0.878, -0.526, -0.516, 0.317, 0.193, 0.266, -0.763, 0.825, -0.489, -0.488, 0.326, 0.283, 0.288, -0.789, 0.916, -0.543, -0.529, 0.296, 0.425, 0.294, -0.798, 0.874, -0.510, -0.470, 0.315, 0.287, 0.295, -0.709, 0.841, -0.571, -0.501, 0.320, 0.280, 0.278]
}

2.
{
  "formula": "C26H53N3O6P",
  "method": "ωB97M-V with the def2-TZVPD basis set",
  "charge": 1,
  "homo_ha": -0.423,
  "gap_ev": 8.03,
  "smiles": "C=C[C@@H]1C[C@@H]([PH2]=N)[C@H](CCCCCCCCOC)[N@H+](CCC)[C@]1(COCCOCCOCC)ON=O",
  "species": ["C", "C", "C", "C", "C", "P", "N", "C", "C", "C", "C", "C", "C", "C", "C", "C", "O", "C", "N", "C", "C", "C", "C", "C", "O", "C", "C", "O", "C", "C", "O", "C", "C", "O", "N", "O", "H", "H", "H", "H", "H", "H", "H", "H", "H", "H", "H", "H", "H", "H", "H", "H", "H", "H", "H", "H", "H", "H", "H", "H", "H", "H", "H", "H", "H", "H", "H", "H", "H", "H", "H", "H", "H", "H", "H", "H", "H", "H", "H", "H", "H", "H", "H", "H", "H", "H", "H", "H", "H"],
  "positions_angstrom": [[-5.094860, 2.181579, 0.161307], [-4.161882, 1.559495, 0.903473], [-3.426582, 0.339721, 0.422512], [-3.904570, -0.954872, 1.140139], [-2.785846, -1.994074, 1.324410], [-3.594202, -3.617402, 1.579577], [-4.475984, -4.164885, 0.403951], [-1.936518, -1.962546, 0.065827], [-1.095052, -3.177451, -0.284246], [-0.362598, -3.098332, -1.639608], [-1.078564, -2.373739, -2.798006], [-0.072326, -1.616188, -3.686077], [1.077623, -2.484925, -4.225444], [2.464507, -1.934327, -3.853414], [2.910682, -0.717870, -4.694269], [3.044130, 0.582803, -3.941567], [1.773999, 1.149292, -3.664275], [1.868835, 2.247506, -2.792636], [-1.134720, -0.674150, 0.002054], [0.249148, -0.734822, 0.584373], [0.417195, -1.264219, 2.001262], [1.878771, -1.724999, 2.171425], [-1.907053, 0.572544, 0.411386], [-1.556551, 1.641083, -0.678729], [-1.662299, 2.937420, -0.213876], [-0.469964, 3.675688, -0.002842], [-0.329774, 4.135258, 1.449656], [1.007073, 4.461709, 1.759447], [1.888453, 3.374640, 1.924273], [2.013082, 2.945742, 3.376251], [2.752744, 1.720162, 3.387225], [3.940848, 1.809634, 4.166093], [4.855111, 0.632713, 3.887029], [-1.382784, 1.118361, 1.592949], [-1.978231, 0.600355, 2.785847], [-1.521146, 1.112046, 3.713572], [-5.480732, 3.154425, 0.429281], [-5.481209, 1.718228, -0.740517], [-3.959151, 1.913283, 1.909200], [-3.708296, 0.214026, -0.624507], [-4.673862, -1.403091, 0.510596], [-4.380730, -0.720887, 2.090759], [-2.243476, -1.724963, 2.229890], [-4.346511, -3.441610, 2.753894], [-2.574140, -4.515185, 1.946866], [-4.498139, -3.582095, -0.421551], [-2.652627, -1.885436, -0.753582], [-1.766264, -4.036812, -0.313356], [-0.359399, -3.416640, 0.485334], [-0.193246, -4.125633, -1.958390], [0.640300, -2.681597, -1.534193], [-1.589079, -3.110222, -3.418309], [-1.819370, -1.634984, -2.483835], [-0.616364, -1.106168, -4.477903], [0.356262, -0.823713, -3.061633], [1.026940, -2.440161, -5.312943], [1.002049, -3.514250, -3.887149], [3.204989, -2.731429, -3.913917], [2.461793, -1.624966, -2.801275], [2.245367, -0.593913, -5.547914], [3.902972, -0.929513, -5.094956], [3.606947, 1.287633, -4.567733], [3.628388, 0.464757, -3.021499], [2.380330, 3.092265, -3.259808], [2.375182, 1.975947, -1.859201], [0.856852, 2.568734, -2.547813], [-0.978467, -0.566950, -1.004731], [0.856515, -1.332404, -0.088500], [0.674203, 0.268973, 0.546497], [0.268278, -0.482543, 2.741406], [-0.216290, -2.116534, 2.221162], [1.945244, -2.375987, 3.040527], [2.510082, -0.860375, 2.347496], [2.223355, -2.300009, 1.313680], [-2.276427, 1.526391, -1.492478], [-0.563092, 1.440102, -1.097648], [0.433010, 3.140776, -0.303415], [-0.521395, 4.567329, -0.628037], [-0.741073, 3.404248, 2.149555], [-0.893552, 5.058303, 1.568393], [1.609486, 2.489222, 1.341599], [2.868615, 3.680273, 1.554409], [1.022928, 2.746909, 3.788580], [2.552650, 3.683444, 3.964266], [4.480757, 2.734516, 3.949728], [3.664420, 1.794966, 5.224159], [4.596041, -0.241908, 4.480583], [4.838855, 0.351757, 2.836087], [5.879574, 0.899519, 4.143208]],
  "forces_ev_per_a": [[0.89, -0.65, 0.54], [-0.89, 0.63, -0.64], [-0.50, -0.78, 0.26], [0.10, 0.05, 0.05], [-0.31, 0.36, 0.49], [-0.81, -0.60, -0.98], [0.51, 0.37, 0.29], [-0.14, -0.53, 0.01], [0.53, -0.13, -0.09], [-0.27, -0.06, -0.19], [0.60, -0.10, -0.55], [-0.12, -0.11, 0.70], [0.30, 0.82, -0.17], [-0.16, 0.19, 0.28], [0.19, -0.48, 0.25], [0.13, 0.49, -0.54], [-0.08, -0.36, 0.35], [-0.24, 0.07, -0.04], [-0.16, -0.37, -0.15], [0.58, 0.15, 0.38], [0.73, -0.22, 0.05], [-0.43, 0.01, 0.20], [-0.25, 1.16, -0.20], [-0.06, 0.07, -0.11], [-0.12, -0.02, -0.01], [0.30, 0.48, 0.18], [-0.13, 0.07, 0.14], [0.11, 0.18, -0.23], [0.24, -0.03, 0.10], [0.13, -0.74, -0.26], [0.08, 0.20, -0.13], [0.12, -0.45, 0.15], [0.03, -0.10, 0.06], [0.34, -0.35, -0.08], [-0.39, -0.10, 0.26], [0.10, 0.08, 0.00], [-0.34, -0.20, 0.29], [0.30, 0.25, -0.24], [0.30, 0.21, -0.17], [0.16, 0.05, -0.12], [-0.15, 0.09, -0.01], [0.11, 0.04, 0.07], [0.26, -0.22, -0.05], [0.36, 0.09, 0.25], [0.10, 0.21, 0.33], [-0.18, -0.13, -0.15], [0.00, 0.20, -0.02], [-0.23, 0.11, -0.01], [-0.03, 0.08, 0.11], [0.10, -0.04, 0.07], [-0.01, 0.13, 0.15], [-0.31, 0.04, 0.11], [-0.22, -0.12, 0.07], [0.03, -0.01, -0.14], [0.08, 0.14, -0.11], [-0.07, -0.53, -0.08], [-0.16, -0.15, -0.11], [0.02, -0.02, -0.17], [-0.04, -0.09, 0.08], [-0.02, 0.17, -0.07], [0.00, 0.02, -0.14], [0.01, 0.06, 0.03], [-0.10, -0.17, 0.14], [0.16, 0.03, 0.04], [0.15, 0.03, 0.02], [-0.05, 0.01, -0.11], [0.09, 0.10, -0.04], [-0.24, -0.13, -0.14], [-0.19, 0.09, -0.12], [-0.30, -0.07, -0.01], [-0.24, 0.05, -0.06], [0.10, 0.05, 0.09], [0.26, 0.03, -0.14], [0.11, 0.03, -0.09], [-0.03, -0.17, -0.08], [0.14, -0.01, 0.12], [-0.12, -0.32, -0.02], [0.00, -0.02, -0.13], [0.04, -0.14, -0.10], [-0.03, 0.02, 0.16], [-0.23, 0.00, -0.05], [0.00, 0.08, -0.01], [-0.06, 0.21, 0.20], [-0.27, 0.27, 0.09], [-0.16, 0.14, -0.07], [0.07, 0.25, 0.09], [-0.13, -0.06, -0.03], [-0.02, 0.09, -0.12], [0.03, 0.00, 0.03]],
  "mulliken_charge": [-1.046, -0.695, 0.037, -1.547, 0.338, 0.331, -0.738, -1.278, -1.580, -0.732, -0.710, -0.189, -1.236, -0.270, -0.937, -0.609, -0.253, -0.732, 1.335, -0.112, 0.287, -1.700, 0.275, -1.222, -0.358, 0.060, -0.236, -0.458, 0.629, -0.714, -0.164, -0.306, -1.254, 0.383, 0.202, -0.381, 0.319, 0.290, 0.373, 0.915, 0.463, 0.611, 0.089, 0.121, 0.119, 0.291, 0.950, 0.910, 0.112, 0.601, 0.234, 0.502, 0.262, 0.656, -0.251, 0.516, 0.398, 0.527, 0.067, 0.417, 0.325, 0.424, 0.388, 0.419, 0.324, 0.114, 0.213, 0.344, 0.209, -0.182, 0.246, 0.461, 0.298, 0.386, 0.528, 0.039, -0.181, 0.352, 0.015, 0.327, -0.545, 0.370, 0.102, 0.440, 0.381, 0.332, 0.283, 0.296, 0.381]
}

no.,energy (eV)
1,-130195.043
2,-53853.118